Run P
16
Properties=species:S:1:pos:R:3:nbo_charge:R:1 method="wB97M-V/def2-TZVPD" smiles=NCO.NCO charge=0 spin_multiplicity=1 homo_lumo_gap_ev=9.723
N 2.27 -0.41 1.73 -0.848
C 1.37 0.21 0.79 0.117
O 1.41 -0.57 -0.38 -0.739
H 2.48 0.26 2.45 0.354
H 3.12 -0.72 1.27 0.367
H 1.65 1.25 0.51 0.119
H 0.37 0.24 1.23 0.131
H 0.63 -0.33 -0.91 0.492
N -2.21 -0.94 -0.59 -0.835
C -2.03 0.43 -0.30 0.081
O -0.95 1.02 -1.08 -0.769
H -1.44 -1.51 -0.24 0.371
H -2.35 -1.14 -1.56 0.368
H -1.76 0.54 0.75 0.161
H -2.92 1.00 -0.54 0.156
H -1.21 1.94 -1.15 0.473



Run Q
16
Properties=species:S:1:pos:R:3:nbo_charge:R:1 method="wB97M-V/def2-TZVPD" smiles="N/C=C/N.O.O" charge=0 spin_multiplicity=1 homo_lumo_gap_ev=8.414
N -3.52 1.47 -0.21 -0.810
C -2.59 0.33 -0.12 -0.108
C -2.03 -0.21 -1.21 -0.062
N -1.26 -1.44 -1.28 -0.805
H -3.75 1.64 0.76 0.360
H -3.02 2.26 -0.59 0.361
H -2.84 -0.31 0.71 0.173
H -1.89 0.41 -2.10 0.171
H -1.22 -1.69 -2.26 0.361
H -1.91 -2.10 -0.86 0.359
O 3.25 -0.97 2.49 -0.937
H 2.77 -1.79 2.34 0.475
H 3.23 -0.48 1.68 0.462
O 5.24 1.16 0.09 -0.929
H 5.06 0.86 0.98 0.467
H 4.50 0.85 -0.43 0.463



Most stable pick: run P. Distance to second place: 70.0 kJ/mol.



Run P
17
Properties=species:S:1:pos:R:3:nbo_charge:R:1 method="wB97M-V/def2-TZVPD" charge=+1 spin_multiplicity=1 homo_lumo_gap_ev="7.534 / 7.533"
C 0.60 1.52 -0.93 0.032
C 0.46 0.31 -0.23 -0.222
C -0.63 0.21 0.62 0.145
C -0.38 -2.19 0.55 0.410
C 1.36 -0.86 -0.51 -0.267
N -0.34 2.41 -0.68 -0.199
N -1.37 2.12 -0.06 0.243
N 0.62 -2.17 -0.31 -0.498
N -0.96 -1.08 1.04 -0.551
O -1.97 2.99 0.69 -0.422
H 1.54 1.64 -1.42 0.232
H -0.73 -3.20 0.96 0.251
H 1.47 -0.80 -1.64 0.241
H 2.30 -0.56 0.10 0.255
H 0.94 -2.93 -0.82 0.443
H -1.55 -1.19 1.78 0.428
H -1.38 3.77 0.85 0.481



Run Q
17
Properties=species:S:1:pos:R:3:nbo_charge:R:1 method="wB97M-V/def2-TZVPD" charge=+1 spin_multiplicity=1 homo_lumo_gap_ev="5.858 / 3.074"
C 1.81 -0.81 -0.14 0.128
C 0.14 0.75 1.30 0.293
C 0.35 -0.84 -0.57 -0.333
C 1.61 0.77 1.52 -0.413
C -1.85 -0.04 0.15 -0.095
N 2.31 -0.22 0.82 -0.333
N -2.36 0.26 -1.16 -0.023
N -0.36 0.01 0.31 -0.423
N -1.83 0.94 -1.90 0.519
O -1.85 1.47 -2.92 -0.083
H 2.39 -1.53 -0.69 0.201
H 0.38 -0.49 -1.57 0.222
H 0.09 -1.80 -0.30 0.238
H 2.28 1.58 1.33 0.292
H 1.61 0.46 2.68 0.271
H -2.41 0.59 0.85 0.286
H -2.29 -1.11 0.28 0.252



Most stable pick: run P. Distance to second place: 354.3 kJ/mol.



Run P
16
Properties=species:S:1:pos:R:3:nbo_charge:R:1 method="wB97M-V/def2-TZVPD" charge=0 spin_multiplicity=2 homo_lumo_gap_ev="7.222 / 9.617"
C -1.48 -0.28 1.09 -0.601
C -1.07 0.19 -0.32 -0.456
C 0.37 0.61 -0.50 0.184
C 0.77 1.92 -0.46 -0.500
C 1.23 -1.71 -0.11 -0.302
N 1.38 -0.37 -0.41 -0.580
H -0.83 0.20 1.93 0.225
H -2.53 -0.17 1.10 0.217
H -1.09 -1.40 1.12 0.196
H -1.48 -0.51 -1.09 0.220
H -1.68 1.10 -0.52 0.219
H 0.07 2.78 -0.56 0.204
H 1.79 2.27 -0.53 0.193
H 2.07 -2.44 -0.17 0.197
H 0.14 -2.14 0.16 0.180
H 2.33 -0.06 -0.74 0.405



Run Q
16
Properties=species:S:1:pos:R:3:nbo_charge:R:1 method="wB97M-V/def2-TZVPD" charge=0 spin_multiplicity=2 homo_lumo_gap_ev="6.961 / 9.798"
C 0.35 1.83 0.78 -0.585
C -0.66 0.76 0.23 -0.470
C -0.40 -0.71 0.25 0.211
C -0.74 -1.57 1.25 -0.495
C 0.91 -0.56 -1.85 -0.315
N 0.31 -1.30 -0.92 -0.577
H 0.50 1.74 1.86 0.215
H -0.09 2.68 0.50 0.206
H 1.30 1.73 0.20 0.208
H -0.83 0.88 -0.85 0.214
H -1.63 0.86 0.76 0.228
H -1.27 -1.22 2.03 0.192
H -0.08 -2.46 1.37 0.207
H 0.81 0.49 -1.54 0.163
H 1.37 -0.96 -2.77 0.200
H 0.16 -2.19 -1.30 0.397



Most stable pick: run P. Distance to second place: 26.8 kJ/mol.



Run P
76
Properties=species:S:1:pos:R:3:mulliken_spin:R:1 method="wB97M-V/def2-TZVPD" charge=+1 spin_multiplicity=2 homo_lumo_gap_ev="7.255 / 7.419"
Re 0.82 0.90 -0.40 0.906
O 0.70 1.59 3.75 0.003
S 0.09 1.15 2.54 0.003
O 1.18 0.64 1.60 0.008
O -0.75 2.07 1.80 0.007
C -0.91 -0.27 2.81 0.005
C -1.08 -0.74 4.10 -0.003
C -2.05 -1.70 4.35 0.000
C -2.87 -2.13 3.32 -0.001
C -2.68 -1.66 2.03 -0.003
C -1.66 -0.77 1.74 -0.013
P -1.42 -0.21 0.01 0.006
C -1.51 -1.66 -1.08 -0.001
C -1.74 -2.97 -0.67 -0.002
C -1.72 -4.01 -1.60 0.000
C -1.46 -3.75 -2.94 -0.001
C -1.19 -2.45 -3.35 0.002
C -1.21 -1.42 -2.43 0.001
C -2.90 0.80 -0.30 0.007
C -3.49 1.51 0.74 0.006
C -4.60 2.30 0.51 0.000
C -5.14 2.40 -0.76 -0.001
C -4.57 1.69 -1.80 0.001
C -3.46 0.89 -1.58 -0.003
H -0.49 -0.31 4.90 0.000
H -2.20 -2.07 5.36 0.000
H -3.67 -2.83 3.52 0.000
H -3.36 -1.98 1.25 0.000
H -1.89 -3.21 0.37 0.000
H -1.92 -5.02 -1.27 0.000
H -1.46 -4.56 -3.66 0.000
H -0.96 -2.24 -4.38 0.000
H -0.96 -0.41 -2.75 0.002
H -3.08 1.45 1.74 0.000
H -5.04 2.85 1.34 0.000
H -6.01 3.02 -0.94 0.000
H -4.98 1.75 -2.80 0.000
H -3.04 0.35 -2.41 0.000
C 2.89 3.42 1.67 0.000
C 1.83 3.80 0.71 0.028
N 1.15 3.00 -0.10 -0.031
C 0.27 3.78 -0.82 0.012
C 0.42 5.08 -0.45 -0.010
N 1.40 5.06 0.51 0.005
C -0.23 6.35 -0.84 0.000
O -1.16 6.28 -1.77 0.000
O 0.11 7.37 -0.31 0.000
C -0.57 3.08 -1.79 -0.006
O -1.35 3.61 -2.54 0.006
O -0.36 1.77 -1.73 -0.016
H 2.60 2.53 2.22 0.000
H 3.06 4.23 2.38 0.001
H 3.82 3.22 1.14 0.002
H 1.72 5.89 0.98 0.000
H -1.31 5.37 -2.11 0.000
C 1.54 -5.92 -0.88 0.000
O 2.83 -5.39 -0.58 -0.001
C 2.97 -4.07 -0.50 -0.007
C 4.28 -3.62 -0.21 0.013
C 4.52 -2.29 -0.13 -0.006
C 3.49 -1.33 -0.32 -0.009
C 3.77 0.06 -0.31 0.000
C 5.16 0.59 -0.20 -0.002
O 2.86 0.93 -0.40 0.020
C 2.18 -1.80 -0.58 -0.013
O 1.15 -1.00 -0.77 0.062
C 1.94 -3.17 -0.69 0.020
H 1.66 -7.00 -0.90 0.000
H 1.19 -5.56 -1.85 0.000
H 0.83 -5.65 -0.10 0.000
H 5.06 -4.36 -0.07 0.001
H 5.53 -1.94 0.08 0.001
H 5.82 0.11 -0.93 0.000
H 5.56 0.39 0.79 0.000
H 5.16 1.66 -0.38 0.000
H 0.93 -3.48 -0.92 0.003



Run Q
76
Properties=species:S:1:pos:R:3:mulliken_spin:R:1 method="wB97M-V/def2-TZVPD" charge=+1 spin_multiplicity=2 homo_lumo_gap_ev="7.507 / 7.140"
Re 0.22 -0.87 -0.56 0.870
O 2.90 -1.74 2.73 -0.001
S 2.37 -0.83 1.76 0.014
O 1.13 -1.52 1.11 0.007
O 3.22 -0.35 0.71 0.002
C 1.78 0.61 2.60 0.004
C 2.24 0.79 3.90 0.001
C 2.06 2.02 4.52 -0.001
C 1.46 3.06 3.84 0.001
C 0.98 2.87 2.55 -0.002
C 1.11 1.63 1.92 -0.021
P 0.40 1.41 0.26 -0.021
C -1.31 2.04 0.37 0.010
C -1.93 2.37 1.57 -0.001
C -3.26 2.75 1.59 0.003
C -4.00 2.79 0.42 -0.002
C -3.40 2.42 -0.78 0.000
C -2.07 2.05 -0.81 0.004
C 1.39 2.54 -0.78 0.007
C 2.77 2.56 -0.58 0.018
C 3.57 3.34 -1.39 0.001
C 3.00 4.11 -2.40 0.000
C 1.63 4.09 -2.59 0.001
C 0.82 3.31 -1.79 -0.001
H 2.76 -0.02 4.39 0.000
H 2.42 2.16 5.53 0.000
H 1.35 4.03 4.31 0.000
H 0.50 3.69 2.02 0.000
H -1.38 2.33 2.50 -0.001
H -3.73 3.02 2.53 0.000
H -5.04 3.09 0.43 0.000
H -3.97 2.43 -1.70 0.000
H -1.63 1.72 -1.74 0.001
H 3.22 1.96 0.20 -0.001
H 4.64 3.35 -1.24 0.000
H 3.63 4.72 -3.04 0.000
H 1.18 4.70 -3.37 0.000
H -0.25 3.32 -1.95 0.000
C 3.13 -3.48 -0.45 -0.003
C 2.94 -2.43 -1.48 0.034
N 1.96 -1.54 -1.60 -0.070
C 2.16 -0.89 -2.80 0.021
C 3.28 -1.36 -3.40 -0.012
N 3.75 -2.32 -2.55 0.004
C 3.98 -1.08 -4.68 0.002
O 3.44 -0.17 -5.47 0.000
O 5.01 -1.66 -4.92 0.001
C 1.12 0.06 -3.19 0.001
O 1.07 0.65 -4.24 0.019
O 0.21 0.17 -2.22 -0.016
H 2.95 -3.11 0.56 0.001
H 4.14 -3.88 -0.50 0.000
H 2.42 -4.28 -0.63 0.002
H 4.59 -2.85 -2.74 -0.001
H 2.60 0.20 -5.12 0.000
C -5.80 -0.20 2.60 0.000
O -5.64 -1.59 2.33 0.001
C -4.55 -1.99 1.68 -0.004
C -4.46 -3.38 1.43 -0.001
C -3.39 -3.88 0.76 0.011
C -2.34 -3.04 0.29 -0.016
C -1.24 -3.58 -0.43 0.000
C -1.17 -5.04 -0.77 0.001
O -0.27 -2.89 -0.83 0.025
C -2.45 -1.66 0.57 -0.001
O -1.52 -0.76 0.22 0.088
C -3.55 -1.14 1.25 0.022
H -6.74 -0.11 3.12 0.000
H -5.82 0.37 1.68 0.000
H -4.99 0.15 3.24 0.000
H -5.26 -4.02 1.78 0.001
H -3.34 -4.94 0.57 0.000
H -2.09 -5.39 -1.24 0.000
H -1.03 -5.62 0.15 0.001
H -0.34 -5.22 -1.43 -0.001
H -3.57 -0.07 1.42 -0.002



Most stable pick: run Q. Distance to second place: 34.8 kJ/mol.



Run P
42
Properties=species:S:1:pos:R:3:nbo_charge:R:1 method="wB97M-V/def2-TZVPD" smiles="CCn1cc(C(=O)OCc2ccccc2)c(=O)c2ccc(C)nc21" charge=0 spin_multiplicity=1 homo_lumo_gap_ev=8.755
C 1.27 0.69 3.91 -0.615
C -0.09 0.40 3.28 -0.212
N 0.06 -0.38 2.07 -0.369
C 0.25 0.21 0.88 0.135
C 0.45 -0.45 -0.30 -0.343
C 0.58 0.32 -1.55 0.779
O 0.29 -0.06 -2.65 -0.553
O 1.08 1.55 -1.31 -0.527
C 1.22 2.40 -2.44 -0.112
C -0.06 3.11 -2.82 0.049
C -0.11 3.81 -4.02 -0.244
C -1.26 4.48 -4.39 -0.187
C -2.37 4.46 -3.57 -0.224
C -2.33 3.76 -2.37 -0.198
C -1.17 3.10 -2.00 -0.245
C 0.52 -1.91 -0.33 0.590
O 0.76 -2.58 -1.32 -0.577
C 0.30 -2.52 0.99 -0.240
C 0.30 -3.91 1.15 -0.081
C 0.11 -4.46 2.40 -0.289
C -0.09 -3.61 3.49 0.266
C -0.30 -4.15 4.86 -0.647
N -0.10 -2.29 3.36 -0.488
C 0.09 -1.76 2.15 0.399
H 1.14 1.29 4.81 0.217
H 1.91 1.23 3.22 0.208
H 1.75 -0.25 4.19 0.220
H -0.59 1.34 3.02 0.201
H -0.71 -0.17 3.97 0.241
H 0.22 1.29 0.89 0.226
H 1.57 1.81 -3.29 0.215
H 1.99 3.13 -2.16 0.201
H 0.76 3.83 -4.66 0.210
H -1.29 5.02 -5.32 0.211
H -3.27 4.98 -3.86 0.213
H -3.19 3.74 -1.73 0.211
H -1.15 2.55 -1.06 0.208
H 0.46 -4.52 0.27 0.244
H 0.11 -5.53 2.54 0.221
H -0.44 -3.33 5.56 0.232
H -1.19 -4.78 4.88 0.227
H 0.55 -4.75 5.17 0.226



Run Q
42
Properties=species:S:1:pos:R:3:nbo_charge:R:1 method="wB97M-V/def2-TZVPD" charge=0 spin_multiplicity=1 homo_lumo_gap_ev=8.515
C -4.26 -3.13 1.30 -0.593
C -2.80 -2.84 0.95 -0.416
C -2.66 -1.46 0.37 -0.031
C -2.39 -0.37 1.18 -0.186
C -2.28 0.91 0.65 -0.321
C -2.44 1.10 -0.71 0.349
O -2.29 2.31 -1.36 -0.518
C -1.92 3.44 -0.60 -0.169
C -0.53 3.35 0.05 0.641
O -0.19 4.06 0.96 -0.568
N 0.24 2.38 -0.52 -0.459
N 1.44 2.03 -0.03 -0.194
C 2.00 0.96 -0.43 0.221
C 1.51 -0.06 -1.44 -0.598
C 2.59 -1.14 -1.45 0.569
O 2.56 -2.15 -2.10 -0.519
C 3.64 -0.70 -0.52 -0.096
C 4.84 -1.33 -0.19 -0.179
C 5.67 -0.72 0.72 -0.207
C 5.32 0.50 1.30 -0.178
C 4.13 1.13 0.99 -0.177
C 3.29 0.52 0.07 -0.053
C -2.71 0.01 -1.53 -0.286
C -2.82 -1.25 -0.99 -0.189
H -4.63 -2.40 2.02 0.205
H -4.37 -4.12 1.72 0.208
H -4.88 -3.06 0.40 0.205
H -2.45 -3.58 0.24 0.209
H -2.20 -2.92 1.86 0.208
H -2.26 -0.51 2.24 0.214
H -2.06 1.73 1.32 0.228
H -2.65 3.67 0.18 0.207
H -1.91 4.27 -1.31 0.226
H -0.17 1.83 -1.28 0.388
H 1.41 0.36 -2.44 0.252
H 0.55 -0.49 -1.15 0.261
H 5.09 -2.27 -0.65 0.231
H 6.61 -1.18 0.99 0.218
H 6.00 0.96 2.02 0.219
H 3.85 2.07 1.43 0.237
H -2.84 0.18 -2.59 0.225
H -3.03 -2.09 -1.64 0.214



Most stable pick: run P. Distance to second place: 134.0 kJ/mol.